ORCA calculation (ωB97M-V with the def2-TZVPD basis set) on a molecular structure, C4H5FeO2 at a distorted geometry.

E_HOMO (spin up / spin down) ... -24.4 / -24.4 eV
ΔE to the lowest compared entry with this formula, charge and spin ... 0.0000 eV
2S+1 ... 5
Strongest force on any atom ... 0.103 hartree/bohr
Kohn-Sham gap (spin up / spin down) ... 0.3275 / 0.2765 Eh
Total charge ... +3

Each line ends with the Löwdin charge.
Element x y z (Å)
O 1.970 0.082 -0.814  -0.015
C -1.054 0.637 -0.739  0.138
H -0.431 1.499 -1.011  0.173
H -0.676 -1.637 -0.328  0.201
H -1.920 0.423 -1.374  0.185
C 1.241 -0.629 -0.151  -0.070
C -0.217 -0.658 -0.155  -0.004
Fe 3.721 0.534 -1.100  1.655
O -1.576 0.582 1.735  0.399
H 1.448 -1.064 0.888  0.212
H -1.395 -0.089 2.428  0.233
C -1.111 0.321 0.622  -0.108

=====

ORCA calculation (ωB97M-V with the def2-TZVPD basis set) on a molecular structure, C17H18F3N2RhS2.

E_HOMO ... -7.7 eV
ΔE to the lowest compared entry with this formula, charge and spin ... 0.0000 eV
Strongest force on any atom ... 0.008 hartree/bohr
Kohn-Sham gap ... 0.2492 Eh

Each line ends with the Löwdin charge.
Element x y z (Å)
H 1.249 -2.952 1.522  0.103
C -2.478 -0.841 -1.254  -0.593
H 1.070 1.743 -1.787  0.064
C 2.103 -0.199 3.026  -0.039
C -1.988 0.456 -1.186  -0.270
C -4.703 0.067 -1.522  -0.082
Rh 0.603 -1.014 -1.103  0.726
H -1.057 1.904 0.689  0.134
H -5.765 -0.092 -1.658  0.105
C 4.164 0.381 1.283  -0.116
C -4.197 1.362 -1.455  -0.082
H 1.296 -0.423 3.713  0.110
C 1.936 -0.419 1.662  -0.288
C 0.638 -1.048 -3.085  -0.733
C -2.838 1.552 -1.285  -0.036
S -1.403 -2.210 -1.133  0.702
N -0.539 0.670 -0.954  -0.241
H 5.269 0.976 3.012  0.105
N 0.673 -0.969 1.166  -0.259
H -0.412 2.700 -1.568  0.090
H 3.414 0.466 4.583  0.102
C 0.419 -2.292 1.770  -0.073
C 2.965 -0.126 0.769  -0.590
C -0.327 1.125 0.461  -0.131
H -4.243 -2.026 -1.483  0.104
C 4.330 0.588 2.639  -0.085
H 0.333 -2.228 2.858  0.087
F -0.532 -0.760 -3.714  0.037
C -0.012 1.730 -1.864  -0.049
F 0.987 -2.304 -3.473  0.037
H -4.855 2.215 -1.540  0.102
S 2.810 -0.333 -0.972  0.683
H -2.448 2.559 -1.232  0.108
C 3.294 0.301 3.520  -0.082
C -3.856 -1.017 -1.423  -0.101
H -0.313 1.503 -2.881  0.098
H -0.449 0.324 2.447  0.129
H 4.963 0.613 0.591  0.100
H -0.502 -2.696 1.357  0.036
C -0.448 -0.039 1.414  -0.162
F 1.549 -0.217 -3.666  0.009
H 0.676 1.552 0.519  0.127
H -1.379 -0.581 1.237  0.113